a.
C16H17NO | ωB97M-V with the def2-TZVPD basis set

Each line ends with the natural charge from an NBO analysis.
Positions of all 35 atoms, in Å:
C1 2.226 1.822 -2.935  -0.62
C2 2.307 0.551 -2.301  -0.09
C3 2.224 -0.724 -2.823  -0.07
N1 2.394 -1.592 -1.698  -0.53
C4 2.382 -0.889 -0.559  0.16
C5 2.629 -1.330 0.857  -0.22
C6 2.671 -0.334 1.730  -0.22
C7 2.707 1.071 1.388  -0.23
C8 2.606 1.525 0.076  -0.16
C9 2.392 0.459 -0.883  -0.13
H1 2.193 1.714 -4.017  0.23
H2 3.209 2.464 -2.632  0.20
H3 1.455 2.504 -2.422  0.22
H4 2.427 -1.319 -3.826  0.22
H5 2.309 -2.636 -1.877  0.42
H6 2.688 -2.349 1.227  0.22
H7 2.900 -0.611 2.738  0.21
H8 2.887 1.809 2.113  0.20
H9 2.739 2.475 -0.190  0.20
C10 -3.266 2.526 1.906  -0.64
C11 -3.157 1.145 1.481  -0.06
C12 -3.510 0.014 2.293  -0.17
C13 -3.504 -1.224 1.622  -0.30
C14 -2.848 -1.430 0.408  0.29
O1 -2.708 -2.523 -0.381  -0.66
C15 -2.255 -0.378 -0.254  -0.24
C16 -2.464 0.891 0.287  -0.18
H10 -3.317 2.616 2.957  0.22
H11 -4.128 3.057 1.447  0.22
H12 -2.539 3.443 1.596  0.22
H13 -3.687 0.106 3.339  0.21
H14 -3.836 -2.025 2.073  0.19
H15 -3.278 -3.295 0.030  0.47
H16 -1.844 -0.549 -1.249  0.23
H17 -2.113 1.750 -0.128  0.20

Summary:
molar mass: 239.3 g/mol
total charge: 0
2S+1: 1
SMILES: Cc1c[nH]c2ccccc12.Cc1ccc(O)cc1
Kohn-Sham gap: 8.6 eV

***

b.
C16H17NO | ωB97M-V with the def2-TZVPD basis set

Each line ends with the natural charge from an NBO analysis.
Positions of all 35 atoms, in Å:
C1 -1.781 4.359 0.371  -0.62
C2 -2.219 3.009 -0.105  -0.09
C3 -3.295 2.269 0.257  -0.04
N1 -3.313 1.067 -0.446  -0.54
C4 -2.120 0.976 -1.157  0.14
C5 -1.675 -0.112 -1.888  -0.25
C6 -0.617 0.138 -2.756  -0.21
C7 0.040 1.373 -2.717  -0.23
C8 -0.347 2.393 -1.873  -0.22
C9 -1.493 2.239 -1.085  -0.04
H1 -1.022 4.236 1.146  0.22
H2 -2.596 4.984 0.705  0.22
H3 -1.258 4.866 -0.431  0.21
H4 -4.240 2.611 0.660  0.21
H5 -3.741 0.236 -0.070  0.40
H6 -2.115 -1.103 -1.899  0.22
H7 -0.253 -0.663 -3.379  0.21
H8 0.897 1.508 -3.368  0.21
H9 0.222 3.309 -1.818  0.21
C10 0.588 -4.598 0.676  -0.63
C11 1.307 -3.319 1.059  -0.02
C12 2.219 -3.277 2.113  -0.21
C13 2.805 -2.071 2.457  -0.24
C14 2.686 -0.961 1.635  0.26
O1 3.519 0.116 1.889  -0.71
C15 1.953 -1.073 0.478  -0.25
C16 1.241 -2.235 0.193  -0.21
H10 -0.450 -4.481 0.954  0.22
H11 1.026 -5.486 1.149  0.21
H12 0.659 -4.712 -0.409  0.21
H13 2.428 -4.188 2.666  0.21
H14 3.347 -1.975 3.383  0.22
H15 3.069 0.829 2.387  0.48
H16 1.806 -0.213 -0.158  0.22
H17 0.616 -2.298 -0.690  0.21

Summary:
molar mass: 239.3 g/mol
total charge: 0
2S+1: 1
SMILES: Cc1c[nH]c2ccccc12.Cc1ccc(O)cc1
Kohn-Sham gap: 8.7 eV

***

c.
C16H17NO | ωB97M-V with the def2-TZVPD basis set

Each line ends with the natural charge from an NBO analysis.
Positions of all 35 atoms, in Å:
C1 -0.657 0.197 -4.035  -0.64
C2 0.011 1.322 -3.324  -0.07
C3 -0.056 2.647 -3.577  -0.04
N1 0.787 3.357 -2.727  -0.56
C4 1.405 2.439 -1.886  0.21
C5 2.324 2.628 -0.863  -0.27
C6 2.652 1.501 -0.128  -0.21
C7 2.181 0.218 -0.440  -0.23
C8 1.345 0.038 -1.534  -0.19
C9 1.003 1.160 -2.282  -0.13
H1 -1.346 0.568 -4.786  0.22
H2 -1.073 -0.593 -3.403  0.22
H3 0.134 -0.413 -4.477  0.22
H4 -0.622 3.226 -4.300  0.21
H5 1.287 4.154 -3.071  0.40
H6 2.829 3.519 -0.519  0.22
H7 3.144 1.566 0.830  0.21
H8 2.421 -0.626 0.188  0.21
H9 0.820 -0.891 -1.719  0.22
C10 -1.470 -0.630 4.869  -0.63
C11 -1.318 -1.210 3.483  -0.05
C12 -1.337 -0.397 2.358  -0.18
C13 -1.226 -0.962 1.104  -0.26
C14 -0.973 -2.318 0.974  0.29
O1 -0.890 -2.789 -0.313  -0.69
C15 -0.861 -3.142 2.082  -0.29
C16 -1.004 -2.565 3.333  -0.19
H10 -2.530 -0.411 5.014  0.22
H11 -0.911 0.300 4.995  0.22
H12 -1.154 -1.296 5.676  0.21
H13 -1.466 0.673 2.440  0.21
H14 -1.154 -0.323 0.234  0.23
H15 -0.342 -3.586 -0.387  0.48
H16 -0.873 -4.220 1.948  0.21
H17 -1.079 -3.144 4.242  0.21

Summary:
molar mass: 239.3 g/mol
total charge: 0
2S+1: 1
SMILES: Cc1c[nH]c2ccccc12.Cc1ccc(O)cc1
Kohn-Sham gap: 8.6 eV

***

List of relative energies, unit eV: a 2.810; b 0.063; c 0.000

***

a.
C7H23NO5 | ωB97M-V with the def2-TZVPD basis set

Each line ends with the natural charge from an NBO analysis.
Positions of all 36 atoms, in Å:
C1 -1.603 -3.772 0.050  -0.37
C2 -2.021 -2.564 0.379  -0.23
C3 -1.174 -1.533 0.966  0.01
C4 -0.532 -1.709 2.138  -0.44
C5 -1.114 -0.209 0.237  -0.45
C6 -1.041 -0.374 -1.274  -0.42
C7 0.352 -0.845 -1.767  -0.22
N1 1.439 0.100 -1.485  -0.88
H1 -0.573 -4.091 0.222  0.19
H2 -2.248 -4.541 -0.367  0.20
H3 -3.077 -2.236 0.218  0.22
H4 0.087 -0.928 2.582  0.19
H5 -0.590 -2.584 2.716  0.20
H6 -0.219 0.379 0.572  0.21
H7 -2.010 0.379 0.503  0.24
H8 -1.299 0.635 -1.716  0.21
H9 -1.804 -1.049 -1.624  0.21
H10 0.570 -1.815 -1.327  0.18
H11 0.341 -0.982 -2.852  0.19
H12 1.960 -0.220 -0.671  0.38
H13 1.122 1.025 -1.247  0.37
O1 1.117 2.316 -3.529  -0.95
H14 0.886 2.445 -2.611  0.47
H15 1.513 1.438 -3.428  0.48
O2 0.547 2.978 -0.533  -1.01
H16 0.619 3.928 -0.755  0.49
H17 -0.249 2.887 0.007  0.51
O3 -1.160 2.555 1.473  -0.98
H18 -0.322 2.236 1.843  0.51
H19 -1.410 3.303 2.024  0.48
O4 2.341 -0.518 1.376  -0.96
H20 1.742 -1.229 1.588  0.50
H21 3.187 -0.752 1.797  0.49
O5 1.421 1.959 1.807  -1.00
H22 1.802 1.064 1.730  0.50
H23 1.402 2.324 0.962  0.49

Summary:
molar mass: 201.3 g/mol
total charge: 0
2S+1: 1
SMILES: C=CC(=C)CCCN.O.O.O.O.O
Kohn-Sham gap: 9.3 eV

***

b.
C7H23NO5 | ωB97M-V with the def2-TZVPD basis set

Each line ends with the natural charge from an NBO analysis.
Positions of all 36 atoms, in Å:
C1 1.045 1.027 -3.537  -0.39
C2 -0.155 0.702 -3.049  -0.21
C3 -0.882 1.528 -2.067  -0.29
N1 -1.176 0.902 -0.712  -0.62
C4 -0.094 0.112 -0.276  -0.02
C5 0.014 -0.113 1.054  -0.28
C6 0.755 -1.288 1.637  -0.43
C7 2.059 -0.906 2.333  -0.61
H1 1.450 2.022 -3.567  0.21
H2 1.424 0.309 -4.269  0.20
H3 -0.493 -0.304 -3.264  0.20
H4 -1.808 2.018 -2.455  0.22
H5 -0.301 2.421 -1.718  0.20
H6 -1.351 1.640 -0.041  0.39
H7 0.381 -0.505 -1.035  0.18
H8 -0.544 0.487 1.724  0.18
H9 0.206 -1.712 2.495  0.19
H10 0.951 -2.087 0.914  0.23
H11 1.823 -0.156 3.097  0.20
H12 2.868 -0.782 1.651  0.22
H13 2.522 -1.682 2.918  0.20
O1 -0.509 -2.721 -1.498  -0.93
H14 -1.442 -2.806 -1.266  0.48
H15 -0.432 -1.776 -1.651  0.46
O2 -1.906 0.343 3.856  -0.93
H16 -1.505 -0.525 3.702  0.47
H17 -2.832 0.125 3.684  0.47
O3 2.972 -0.144 -1.891  -0.93
H18 2.756 -0.832 -2.528  0.46
H19 2.146 0.339 -1.795  0.47
O4 -0.161 3.004 0.951  -0.96
H20 -0.414 2.337 1.595  0.48
H21 0.541 3.562 1.291  0.49
O5 -2.779 -1.805 1.086  -0.96
H22 -2.913 -1.573 2.007  0.46
H23 -2.217 -1.162 0.625  0.49

Summary:
molar mass: 201.3 g/mol
total charge: 0
2S+1: 1
SMILES: C=CCN/C=C/CC.O.O.O.O.O
Kohn-Sham gap: 8.5 eV

***

List of relative energies, unit eV: a 0.000; b 2.136

***

a.
C3H2ClNOS | ωB97M-V with the def2-TZVPD basis set

Each line ends with the natural charge from an NBO analysis.
Positions of all 9 atoms, in Å:
S1 2.805 -0.690 -0.007  -0.19
C1 1.240 -0.178 0.005  0.35
N1 0.104 -0.912 -0.002  -0.58
C2 -1.003 -0.072 -0.002  0.03
Cl1 -2.595 -0.672 -0.007  0.08
C3 -0.514 1.175 -0.003  0.04
O1 0.848 1.122 -0.008  -0.41
H1 0.098 -1.928 0.015  0.45
H2 -0.982 2.154 0.008  0.23

Summary:
molar mass: 135.6 g/mol
total charge: 0
2S+1: 1
SMILES: S=c1[nH]c(Cl)co1
Kohn-Sham gap: 8.9 eV

***

b.
C3H2ClNOS | ωB97M-V with the def2-TZVPD basis set

Each line ends with the natural charge from an NBO analysis.
Positions of all 9 atoms, in Å:
C1 -1.210 0.308 -0.114  -0.50
C2 -1.221 -0.919 0.190  0.07
C3 -0.080 1.206 -0.282  0.37
N1 1.381 -0.893 0.691  -0.57
O1 -0.139 2.372 -0.600  -0.51
S1 1.525 0.689 0.252  0.49
Cl1 2.309 -2.009 -0.287  0.12
H1 -1.996 1.036 -0.272  0.27
H2 -0.568 -1.790 0.423  0.24

Summary:
molar mass: 135.6 g/mol
total charge: 0
2S+1: 1
Kohn-Sham gap (spin up / spin down): 7.1 / 8.7 eV

***

List of relative energies, unit eV: a 0.000; b 5.451

***

a.
C4H8N2 | ωB97M-V with the def2-TZVPD basis set

Each line ends with the natural charge from an NBO analysis.
Positions of all 14 atoms, in Å:
C1 1.037 1.609 0.395  -0.64
C2 -0.474 0.623 -0.191  -0.39
C3 -0.400 -0.745 0.244  -0.21
N1 -1.636 -1.282 -0.246  -0.79
C4 0.794 -1.392 -0.320  0.26
N2 1.720 -1.889 -0.809  -0.32
H1 1.823 1.063 -0.130  0.21
H2 1.222 1.547 1.472  0.20
H3 1.042 2.654 0.075  0.21
H4 -0.781 1.492 0.505  0.27
H5 -0.477 0.852 -1.244  0.22
H6 -0.364 -0.861 1.330  0.24
H7 -1.605 -1.491 -1.249  0.37
H8 -1.902 -2.180 0.169  0.37

Summary:
molar mass: 84.1 g/mol
total charge: 0
2S+1: 1
SMILES: CC[C@@H](N)C#N
Kohn-Sham gap: 10.5 eV

***

b.
C4H8N2 | ωB97M-V with the def2-TZVPD basis set

Each line ends with the natural charge from an NBO analysis.
Positions of all 14 atoms, in Å:
C1 -0.992 -1.169 -0.378  -0.73
C2 0.103 -0.248 -0.185  0.25
N1 1.912 -1.137 -1.051  -1.01
C3 1.114 0.452 -0.065  -0.07
C4 -0.683 1.468 0.978  0.05
N2 -1.890 1.237 1.216  -0.70
H1 2.178 -0.694 -1.929  0.33
H2 2.760 -1.270 -0.501  0.34
H3 -2.384 1.966 1.745  0.34
H4 1.838 1.217 0.106  0.25
H5 -0.136 2.361 1.329  0.14
H6 -0.738 -2.148 0.030  0.26
H7 -1.213 -1.271 -1.442  0.25
H8 -1.867 -0.763 0.147  0.28

Summary:
molar mass: 84.1 g/mol
total charge: 0
2S+1: 1
Kohn-Sham gap (spin up / spin down): 8.0 / 8.0 eV

***

List of relative energies, unit eV: a 0.000; b 4.509

***

a.
C4H8N2 | ωB97M-V with the def2-TZVPD basis set

Each line ends with the natural charge from an NBO analysis.
Positions of all 14 atoms, in Å:
C1 -0.331 1.780 -0.498  -0.68
C2 -0.192 0.301 -0.398  0.16
N1 2.099 -0.060 -0.238  -0.66
C3 -0.724 -0.764 0.425  -0.10
C4 -1.389 -1.929 0.360  -0.56
N2 0.824 -0.559 -0.506  -0.19
H1 2.745 -0.846 -0.211  0.36
H2 2.127 0.402 0.674  0.35
H3 -0.844 0.082 1.227  0.19
H4 0.394 2.315 0.122  0.22
H5 -1.334 2.072 -0.182  0.24
H6 -0.159 2.074 -1.539  0.26
H7 -0.959 -2.743 -0.210  0.21
H8 -2.257 -2.125 0.975  0.21

Summary:
molar mass: 84.1 g/mol
total charge: 0
2S+1: 1
Kohn-Sham gap: 7.8 eV

***

b.
C4H8N2 | ωB97M-V with the def2-TZVPD basis set

Each line ends with the natural charge from an NBO analysis.
Positions of all 14 atoms, in Å:
C1 -1.126 -0.762 -0.445  -0.42
N1 0.205 -0.404 0.028  -0.44
C2 0.528 -0.725 1.402  -0.40
C3 0.867 0.721 -0.536  -0.26
C4 0.109 1.533 -1.434  0.19
N2 -0.763 2.118 -1.937  -0.34
H1 -1.604 -1.427 0.282  0.21
H2 -1.065 -1.292 -1.403  0.20
H3 -1.760 0.121 -0.590  0.21
H4 -0.096 -0.163 2.112  0.18
H5 1.577 -0.477 1.597  0.20
H6 0.394 -1.799 1.593  0.20
H7 1.949 0.616 -0.527  0.24
H8 0.785 1.942 -0.142  0.23

Summary:
molar mass: 84.1 g/mol
total charge: 0
2S+1: 1
SMILES: CN(C)CC#N
Kohn-Sham gap: 9.3 eV

***

c.
C4H8N2 | ωB97M-V with the def2-TZVPD basis set

Each line ends with the natural charge from an NBO analysis.
Positions of all 14 atoms, in Å:
C1 -0.729 1.457 -0.156  -0.42
N1 0.072 0.356 0.357  -0.41
C2 -0.724 -0.748 0.844  -0.42
C3 0.869 -0.248 -0.681  -0.33
C4 1.940 -1.088 -0.115  0.28
N2 2.710 -1.834 0.319  -0.32
H1 -1.364 1.174 -1.015  0.17
H2 -0.071 2.276 -0.465  0.21
H3 -1.373 1.834 0.645  0.21
H4 -0.088 -1.423 1.427  0.22
H5 -1.020 -1.340 -0.083  0.15
H6 -1.547 -0.384 1.467  0.21
H7 1.307 0.526 -1.326  0.25
H8 0.162 -0.996 -1.194  0.20

Summary:
molar mass: 84.1 g/mol
total charge: 0
2S+1: 1
SMILES: CN(C)CC#N
Kohn-Sham gap: 10.4 eV

***

List of relative energies, unit eV: a 4.426; b 1.617; c 0.000

***

a.
C4H8N2 | ωB97M-V with the def2-TZVPD basis set

Each line ends with the natural charge from an NBO analysis.
Positions of all 14 atoms, in Å:
H1 -0.017 -2.688 2.382  0.37
N1 -0.094 -2.591 1.375  -0.65
C1 0.184 -1.549 0.793  0.21
C2 0.200 -1.300 -0.857  -0.32
N2 0.398 0.070 -1.037  -0.41
C3 -0.218 0.856 -0.200  0.06
C4 0.022 2.333 -0.284  -0.66
H2 0.333 -0.329 1.107  0.13
H3 1.025 -1.874 -1.287  0.21
H4 -0.786 -1.660 -1.168  0.22
H5 -1.252 0.616 0.101  0.16
H6 1.064 2.525 -0.532  0.23
H7 -0.613 2.778 -1.050  0.23
H8 -0.248 2.814 0.658  0.21

Summary:
molar mass: 84.1 g/mol
total charge: 0
2S+1: 1
SMILES: [H]/N=C/C/N=C/C
Kohn-Sham gap: 9.7 eV

***

b.
C4H8N2 | ωB97M-V with the def2-TZVPD basis set

Each line ends with the natural charge from an NBO analysis.
Positions of all 14 atoms, in Å:
C1 -0.288 2.643 -0.318  -0.32
C2 -0.087 1.278 -0.300  -0.29
C3 -0.978 0.369 -0.495  -0.04
N1 -0.477 -0.827 -0.246  -0.21
N2 0.751 -0.962 0.164  -0.46
C4 0.747 -2.182 0.764  -0.37
H1 0.529 3.403 -0.091  0.21
H2 -1.283 2.940 -0.292  0.18
H3 0.963 0.983 -0.458  0.22
H4 -2.072 0.621 -0.668  0.21
H5 0.965 -0.306 1.045  0.34
H6 1.048 -3.164 -0.036  0.20
H7 -0.032 -2.342 1.444  0.19
H8 1.599 -2.251 1.728  0.16

Summary:
molar mass: 84.1 g/mol
total charge: 0
2S+1: 1
SMILES: C=C/C=N\NC
Kohn-Sham gap: 8.5 eV

***

c.
C4H8N2 | ωB97M-V with the def2-TZVPD basis set

Each line ends with the natural charge from an NBO analysis.
Positions of all 14 atoms, in Å:
C1 0.631 0.681 -1.420  -0.67
C2 -0.046 0.670 0.022  -0.06
C3 0.600 -0.093 1.304  -0.26
N1 -0.048 -1.289 1.527  -0.47
C4 -1.071 -1.308 0.708  0.23
N2 -1.357 -0.030 0.236  -0.61
H1 0.850 -0.194 -1.838  0.21
H2 0.097 1.227 -2.117  0.21
H3 1.692 0.917 -1.606  0.24
H4 -0.306 1.692 0.193  0.19
H5 1.531 -0.507 1.067  0.21
H6 0.637 0.745 2.143  0.20
H7 -1.527 -2.417 0.446  0.22
H8 -1.682 -0.092 -0.666  0.36

Summary:
molar mass: 84.1 g/mol
total charge: 0
2S+1: 1
SMILES: C[C@@H]1CN=CN1
Kohn-Sham gap: 9.9 eV

***

List of relative energies, unit eV: a 0.000; b 2.830; c 0.229